Formula: C24H39ClN5O4Si
Source: the OMol25 dataset
Level of theory: ωB97M-V/def2-TZVPD

Computed properties:
Lowest unoccupied orbital energy, eV: -2.996
Total charge: +1
HOMO, eV: -10.0

Atoms and positions in Å:
C1 0.236 -3.008 5.059
C2 0.536 -1.702 5.075
C3 0.127 -0.700 4.017
C4 -0.998 -1.247 3.147
O1 -2.137 -1.442 3.968
N1 -2.936 -2.495 3.361
O2 -4.053 -2.253 3.434
C5 -0.458 0.594 4.734
Cl1 -0.965 0.296 6.379
O3 0.427 1.679 4.705
C6 0.660 2.089 3.374
C7 1.141 0.935 2.460
N2 1.363 -0.298 3.286
C8 2.150 -1.376 2.595
C9 1.524 -2.097 1.413
O4 0.795 -1.254 0.557
Si1 0.032 -1.973 -0.791
C10 0.336 -0.841 -2.249
C11 0.566 -3.730 -1.109
C12 -1.811 -1.898 -0.440
H1 -0.720 -3.394 4.734
H2 0.978 -3.721 5.393
H3 1.160 -1.352 5.894
H4 -1.273 -0.521 2.380
H5 -0.766 -2.189 2.656
H6 -1.371 0.898 4.217
H7 -0.287 2.470 2.987
H8 1.398 2.881 3.325
H9 2.068 1.173 1.952
H10 0.392 0.756 1.705
H11 1.990 0.039 4.024
H12 2.446 -2.119 3.330
H13 3.083 -0.907 2.286
H14 0.917 -2.930 1.778
H15 2.345 -2.571 0.868
H16 0.421 0.168 -1.843
H17 -0.474 -0.886 -2.969
H18 1.303 -1.070 -2.694
H19 1.621 -3.810 -1.363
H20 0.393 -4.340 -0.222
H21 -0.050 -4.118 -1.918
H22 -2.099 -0.916 -0.069
H23 -2.330 -2.113 -1.373
H24 -2.104 -2.654 0.290
N3 0.821 3.112 -2.941
C13 -0.377 3.509 -3.478
C14 -0.172 3.777 -4.803
C15 1.200 3.529 -5.080
C16 1.785 3.119 -3.914
H25 0.969 2.857 -1.983
H26 -1.266 3.566 -2.874
H27 -0.922 4.113 -5.500
H28 1.698 3.640 -6.028
H29 2.799 2.833 -3.693
N4 -1.014 -5.325 -6.537
C17 -2.093 -4.496 -6.405
C18 -1.710 -3.426 -5.644
C19 -0.342 -3.618 -5.306
C20 0.059 -4.798 -5.874
H30 -1.010 -6.190 -7.045
H31 -3.037 -4.737 -6.864
H32 -2.338 -2.597 -5.363
H33 0.278 -2.962 -4.717
H34 1.009 -5.304 -5.864
N5 -0.903 5.311 0.815
C21 0.015 5.945 0.017
C22 0.676 6.861 0.788
C23 0.138 6.781 2.101
C24 -0.831 5.815 2.089
H35 -1.536 4.595 0.511
H36 0.114 5.695 -1.025
H37 1.456 7.522 0.448
H38 0.429 7.369 2.955
H39 -1.475 5.449 2.870

Mulliken atomic charge list, values in e, 2 entries:
1. C -0.84
2. C -1.28